Formula: C58H50N8OPbSSb2
Source: the Open Molecules 2025 dataset
Level of theory: the ωB97M-V functional and the def2-TZVPD basis

Geometry as XYZ:
```
121
C58H50N8OPbSSb2 (the ωB97M-V functional and the def2-TZVPD basis)
Pb 0.206 -0.460 -0.114
C 2.906 1.090 3.562
C 3.846 0.103 3.795
C 3.833 -1.046 3.019
C 2.871 -1.178 2.032
N 1.964 -0.220 1.813
C 1.982 0.890 2.550
C 2.788 -2.382 1.149
C 3.483 -3.546 1.435
C 3.362 -4.637 0.590
C 2.562 -4.529 -0.533
C 1.905 -3.335 -0.754
N 1.999 -2.286 0.070
H 2.888 2.000 4.146
H 4.590 0.221 4.574
H 4.577 -1.813 3.180
H 1.217 1.625 2.325
H 4.103 -3.617 2.317
H 3.884 -5.558 0.814
H 2.441 -5.353 -1.224
H 1.263 -3.206 -1.617
C -1.499 -2.884 3.512
C -2.381 -3.759 2.896
C -2.456 -3.795 1.515
C -1.656 -2.947 0.760
N -0.825 -2.088 1.373
C -0.740 -2.060 2.710
C -1.654 -2.929 -0.737
C -2.403 -3.843 -1.477
C -2.369 -3.824 -2.866
C -1.591 -2.887 -3.531
C -0.848 -1.971 -2.789
C -0.875 -1.987 -1.404
H -1.405 -2.833 4.589
H -3.013 -4.410 3.487
H -3.143 -4.476 1.034
H -0.043 -1.350 3.135
H -3.015 -4.590 -0.987
H -2.948 -4.547 -3.426
H -1.564 -2.864 -4.614
H -0.236 -1.242 -3.319
C -0.036 2.795 -3.497
C 0.834 1.947 -4.417
C 2.252 1.713 -3.908
Sb 2.434 0.264 -2.334
C 3.291 1.549 -0.861
C 4.438 1.179 -0.157
C 4.962 2.020 0.819
C 4.341 3.229 1.109
C 3.182 3.591 0.437
C 2.657 2.750 -0.538
C 4.248 -0.631 -2.974
C 4.325 -2.010 -3.161
C 5.529 -2.603 -3.528
C 6.658 -1.818 -3.712
C 6.584 -0.439 -3.546
C 5.385 0.154 -3.179
Sb -1.487 1.869 -2.156
C -2.898 1.109 -3.539
C -3.218 1.964 -4.598
C -4.173 1.580 -5.529
C -4.802 0.349 -5.411
C -4.462 -0.510 -4.375
C -3.505 -0.142 -3.438
C -2.356 3.623 -1.386
C -2.798 4.605 -2.276
C -3.368 5.770 -1.783
C -3.491 5.958 -0.412
C -3.046 4.983 0.470
C -2.471 3.813 -0.009
H -0.779 3.378 -4.051
H 0.544 3.471 -2.868
H 0.904 2.489 -5.367
H 0.334 1.006 -4.662
H 2.692 2.645 -3.548
H 2.882 1.334 -4.713
H 4.939 0.243 -0.379
H 5.867 1.736 1.343
H 4.765 3.891 1.854
H 2.694 4.532 0.661
H 1.748 3.048 -1.053
H 3.446 -2.631 -3.033
H 5.583 -3.675 -3.675
H 7.598 -2.278 -3.991
H 7.463 0.174 -3.704
H 5.341 1.230 -3.047
H -2.737 2.926 -4.719
H -4.419 2.246 -6.347
H -5.555 0.058 -6.132
H -4.945 -1.475 -4.288
H -3.250 -0.824 -2.648
H -2.721 4.478 -3.348
H -3.719 6.527 -2.473
H -3.936 6.870 -0.033
H -3.160 5.128 1.538
H -2.143 3.048 0.684
N -2.854 1.901 4.786
C -2.120 2.329 3.762
S -1.512 1.251 2.584
N -1.864 3.645 3.661
C -2.412 4.705 4.453
C -1.556 5.677 4.952
C -2.074 6.730 5.692
C -3.439 6.806 5.938
C -4.288 5.835 5.427
C -3.782 4.785 4.672
H -3.091 0.927 4.828
H -3.230 2.533 5.475
H -1.187 3.887 2.956
H -0.491 5.605 4.766
H -1.408 7.491 6.079
H -3.840 7.628 6.515
H -5.355 5.901 5.601
H -4.449 4.060 4.219
O -2.299 0.931 -0.372
N -3.325 0.088 -0.552
C -4.368 0.327 0.153
C -4.544 1.457 1.047
N -4.686 2.348 1.755
C -5.442 -0.634 0.015
N -6.289 -1.402 -0.083
```

- DFT total energy: -104066.624 eV
- Total charge: +2
- Relative energy (zero: lowest compared OMol25 entry of this formula, charge and spin): 322.5 kJ/mol
- Frontier orbital gap (spin up / spin down): 4.73 / 4.88 eV

=====

Formula: C58H55N11O6
Source: the Open Molecules 2025 dataset
Level of theory: the ωB97M-V functional and the def2-TZVPD basis

Geometry as XYZ:
```
130
C58H55N11O6 (the ωB97M-V functional and the def2-TZVPD basis)
O -6.309 0.305 4.476
N -5.267 0.033 3.887
O -5.168 -0.743 2.961
C -4.051 0.616 4.360
C -4.098 1.798 5.057
C -2.888 2.364 5.422
C -1.691 1.743 5.119
C -1.641 0.641 4.328
C -2.838 0.037 4.041
H -4.994 2.353 5.292
H -2.964 3.275 5.998
H -0.748 2.205 5.371
H -0.698 0.165 4.103
H -2.794 -0.832 3.401
O 1.513 2.128 -2.943
N 2.494 2.693 -2.439
O 2.477 3.473 -1.494
C 3.835 2.324 -2.954
C 4.977 2.969 -2.452
C 6.235 2.638 -2.931
C 6.464 1.587 -3.816
C 5.345 1.003 -4.420
C 4.044 1.390 -3.960
H 5.050 3.721 -1.681
H 7.076 3.077 -2.416
H 7.458 1.240 -4.055
H 5.408 0.278 -5.218
H 3.242 0.753 -4.305
O 4.270 1.103 -0.092
N 4.162 -0.098 -0.398
O 3.140 -0.507 -0.873
C 5.342 -1.041 -0.264
C 6.660 -0.656 0.076
C 7.629 -1.615 0.255
C 7.316 -2.968 0.115
C 6.054 -3.382 -0.269
C 5.058 -2.436 -0.489
H 6.774 0.396 0.296
H 8.617 -1.381 0.624
H 8.134 -3.619 0.384
H 5.744 -4.404 -0.429
H 4.024 -2.689 -0.670
C -3.851 -3.674 -0.309
C -4.122 -3.987 -1.606
C -5.388 -3.688 -2.169
N -6.383 -3.066 -1.491
C -6.057 -2.731 -0.206
C -4.835 -3.003 0.395
H -2.859 -3.859 0.076
H -3.317 -4.416 -2.184
H -5.604 -3.935 -3.198
H -6.928 -2.304 0.268
H -4.653 -2.693 1.413
C -2.048 1.528 -0.399
C -0.663 1.588 -0.021
C -0.204 0.456 0.693
N -0.958 -0.677 0.998
C -2.265 -0.580 0.718
C -2.802 0.469 0.007
H -2.591 2.347 -0.847
H -0.062 2.421 -0.357
H 0.869 0.415 0.809
H -2.892 -1.424 0.965
H -3.843 0.433 -0.278
C 0.559 -1.438 -4.215
C -0.265 -0.933 -3.178
C -0.596 -1.834 -2.159
N -0.254 -3.167 -2.078
C 0.587 -3.537 -3.048
C 0.979 -2.800 -4.182
H 0.801 -0.755 -5.016
H -0.618 0.082 -3.067
H -1.112 -1.477 -1.279
H 0.885 -4.574 -3.093
H 1.468 -3.232 -5.042
C -1.121 5.541 -3.963
C -0.502 4.783 -2.955
C -0.465 5.265 -1.628
N -0.977 6.482 -1.266
C -1.600 7.195 -2.242
C -1.670 6.776 -3.592
H -1.185 5.186 -4.981
H -0.065 3.853 -3.287
H 0.088 4.617 -0.965
H -2.130 8.076 -1.912
H -2.082 7.462 -4.317
C 2.326 -2.421 2.093
C 2.063 -3.434 1.187
C 2.620 -4.695 1.306
N 3.476 -5.070 2.295
C 3.825 -4.080 3.204
C 3.290 -2.751 3.101
H 1.860 -1.454 1.975
H 1.273 -3.273 0.468
H 2.419 -5.516 0.634
H 4.335 -4.398 4.102
H 3.532 -2.046 3.883
C 1.535 4.458 1.987
C 0.249 4.580 2.625
C -0.164 5.793 3.112
N 0.606 6.945 2.938
C 1.720 6.833 2.180
C 2.195 5.621 1.710
H 1.866 3.490 1.641
H -0.320 3.663 2.671
H -1.138 5.811 3.578
H 2.235 7.704 1.802
H 3.112 5.613 1.139
C -3.871 -0.424 -3.005
C -5.037 0.308 -2.814
C -6.127 0.079 -3.650
N -6.121 -0.778 -4.650
C -4.900 -1.385 -4.955
C -3.802 -1.268 -4.091
H -2.940 -0.254 -2.485
H -5.227 1.000 -2.007
H -7.094 0.482 -3.386
H -4.801 -2.060 -5.792
H -2.902 -1.828 -4.298
C -0.453 -4.576 5.411
C -0.041 -3.506 4.636
C -0.772 -3.125 3.484
N -1.869 -3.794 3.069
C -2.249 -4.866 3.803
C -1.601 -5.237 5.011
H 0.072 -4.713 6.345
H 0.842 -2.948 4.913
H -0.435 -2.287 2.893
H -3.148 -5.370 3.482
H -2.101 -5.952 5.647
```

- DFT total energy: -89702.090 eV
- SMILES: O=[N+]([O-])c1ccccc1.O=[N+]([O-])c1ccccc1.O=[N+]([O-])c1ccccc1.c1ccncc1.c1ccncc1.c1ccncc1.c1ccncc1.c1ccncc1.c1ccncc1.c1ccncc1.c1ccncc1
- Frontier orbital gap: 8.02 eV

=====

Maximum force
In order: 1.75; 3.23
Unit: eV/A